Record 1
The following is a quantum chemistry calculation of the molecule C4H5Br, from OMol25.

Calculated values
ΔE to the lowest compared entry with this formula, charge and spin ... 39.03 kJ/mol
SMILES string ... C=C/C=C/Br
E_HOMO ... -9.15 eV
Calculated total energy ... -74269.55759 eV
Kohn-Sham gap ... 0.3708 Ha

Atoms and positions in Å:
Br (-3.84, -0.02, 0.04)
C (0.25, 0.62, 0.09)
C (1.00, -0.49, -0.04)
C (-1.97, -0.20, 0.31)
C (-1.10, 0.59, -0.39)
H (2.02, -0.60, 0.34)
H (0.66, -1.36, -0.42)
H (0.59, 1.42, 0.71)
H (-1.82, -0.91, 1.14)
H (-1.32, 1.32, -1.21)


Record 2
The following is a quantum chemistry calculation of a structure of composition C62H50AlClN10O, from OMol25.

Calculated values
ΔE to the lowest compared entry with this formula, charge and spin ... 324.87 kJ/mol
E_HOMO (spin up / spin down) ... -6.57 / -6.78 eV
Calculated total energy ... -101171.11625 eV
Kohn-Sham gap (spin up / spin down) ... 0.1964 / 0.2021 Ha

Atoms and positions in Å:
Cl (-6.35, -6.12, -0.49)
Al (-0.50, 1.04, -0.04)
O (1.75, -5.10, 2.86)
N (0.11, 2.52, -1.07)
N (-0.42, -2.16, 0.26)
N (-5.28, 0.03, -1.18)
N (2.35, -0.17, -0.23)
N (-0.34, 0.12, 1.67)
N (0.99, -4.00, 0.66)
N (-1.75, -2.43, 0.27)
N (-3.61, -1.80, -1.16)
N (-2.06, 2.00, 0.39)
N (1.59, -3.80, -0.53)
C (-0.48, 3.73, -1.26)
C (0.79, -5.97, 2.28)
C (-3.03, -7.53, 1.21)
C (5.41, 1.06, -4.59)
C (2.78, -2.03, 2.41)
C (-4.13, -7.39, 0.37)
C (0.19, -1.84, -1.04)
C (0.24, -0.95, 3.58)
C (-4.80, 0.55, 5.50)
C (4.31, 1.81, -4.97)
C (4.32, 0.54, -2.50)
C (-2.62, -1.99, -0.44)
C (-2.49, 5.72, -2.63)
C (-3.90, 3.34, 0.29)
C (-4.48, -0.80, -1.12)
C (-3.45, 7.84, -2.01)
C (-5.88, -0.21, 5.06)
C (1.60, 0.25, -1.20)
C (-2.79, 6.26, -0.32)
C (-1.64, -6.82, 3.19)
C (-1.39, 0.22, 2.61)
C (0.62, -0.66, 2.28)
C (2.04, 1.43, -1.97)
C (-3.02, 1.53, 1.30)
C (0.43, 4.60, -2.00)
C (3.20, -1.21, 3.46)
C (-3.03, 6.95, -2.99)
C (3.22, 1.93, -4.12)
C (-5.92, -0.64, 3.75)
C (5.24, -2.46, 3.72)
C (0.43, -2.81, 1.25)
C (-0.39, -5.93, 3.28)
C (1.50, 3.88, -2.35)
C (1.53, -1.69, 1.58)
C (-1.78, 4.05, -0.90)
C (4.41, -1.43, 4.11)
C (-3.79, 0.41, 3.31)
C (2.07, -1.41, 0.21)
C (-3.76, 0.85, 4.63)
C (4.86, -3.25, 2.63)
C (5.41, 0.42, -3.35)
C (-3.54, -5.45, 2.26)
C (0.64, -8.29, 1.15)
C (-4.94, -6.27, 0.51)
C (-2.72, -6.57, 2.17)
C (2.85, -7.25, 1.54)
C (0.22, -0.34, -1.39)
C (1.55, -8.11, 3.46)
C (-4.89, -0.33, 2.88)
C (3.22, 1.31, -2.86)
C (-2.70, 0.74, 2.35)
C (-4.20, 2.35, 1.16)
C (0.50, -5.35, 0.88)
C (1.62, -2.39, -0.85)
C (3.66, -3.02, 1.98)
C (-1.02, -0.43, 3.78)
C (-4.65, -5.30, 1.45)
C (1.30, 2.54, -1.83)
C (-2.36, 5.36, -1.29)
C (-3.34, 7.49, -0.67)
C (1.43, -7.39, 2.11)
C (-2.54, 3.15, -0.14)
H (-0.39, -8.44, 1.46)
H (-0.14, -0.17, -2.41)
H (2.35, 2.47, -4.45)
H (3.42, -3.62, 1.12)
H (-6.69, -0.44, 5.74)
H (-4.53, 4.16, -0.01)
H (-2.18, 5.02, -3.39)
H (-0.17, -3.05, 2.12)
H (0.80, -1.57, 4.27)
H (-0.57, -5.43, 0.65)
H (2.13, -9.03, 3.33)
H (-2.43, -8.43, 1.13)
H (0.06, -6.17, 4.24)
H (3.51, -6.73, 2.24)
H (4.29, 2.29, -5.93)
H (-0.70, -4.88, 3.36)
H (-5.12, 2.21, 1.70)
H (2.38, 4.22, -2.88)
H (-2.12, -6.72, 4.17)
H (-3.66, 8.18, 0.09)
H (0.63, -7.90, 0.13)
H (-5.30, -4.44, 1.56)
H (0.24, 5.64, -2.22)
H (-3.12, 7.21, -4.04)
H (-3.33, -4.69, 3.01)
H (1.11, -9.28, 1.11)
H (-4.94, -0.65, 1.84)
H (2.03, -5.45, 3.71)
H (-4.77, 0.91, 6.52)
H (-0.34, -2.39, -1.83)
H (-3.87, 8.79, -2.29)
H (2.59, -0.37, 3.76)
H (3.27, -8.24, 1.36)
H (6.26, -0.18, -3.05)
H (1.03, -5.91, 0.11)
H (4.70, -0.77, 4.92)
H (-1.63, -0.54, 4.66)
H (2.07, -7.51, 4.21)
H (0.58, -8.40, 3.87)
H (2.20, -2.25, -1.77)
H (2.87, -6.70, 0.60)
H (6.26, 0.96, -5.25)
H (4.34, 0.05, -1.54)
H (-2.93, 1.46, 4.97)
H (-4.37, -8.14, -0.36)
H (-6.76, -1.22, 3.39)
H (-2.69, 6.00, 0.73)
H (5.52, -4.03, 2.28)
H (-1.34, -7.87, 3.13)
H (6.17, -2.64, 4.23)


Record 3
The following is a quantum chemistry calculation of a cluster of 10 separate species, C46H48N6O22 in total, from OMol25.

Calculated values
SMILES string ... O=[N+]([O-])c1ccccc1.O=[N+]([O-])c1ccccc1.O=[N+]([O-])c1ccccc1.O=[N+]([O-])c1ccccc1.O=[N+]([O-])c1ccccc1.O=C1OCCO1.O=C1OCCO1.O=C1OCCO1.O=C1OCCO1.CCCC#N
E_HOMO ... -9.63 eV
Calculated total energy ... -102450.91976 eV
Kohn-Sham gap ... 0.3351 Ha

Atoms and positions in Å:
O (-6.96, 2.83, 2.47)
O (1.90, 4.29, 2.41)
O (-3.84, -0.41, 3.97)
O (-1.72, 0.32, 4.25)
O (-0.18, -1.66, -1.79)
O (-2.82, -2.95, 2.35)
O (-2.11, -1.67, -0.75)
O (2.56, -2.01, -3.23)
O (3.47, 4.58, -2.24)
O (3.24, 0.55, 3.44)
O (5.22, 3.40, -2.76)
O (-2.43, -4.89, 1.21)
O (4.03, 4.02, 2.03)
O (3.32, 2.37, -2.13)
O (4.74, -0.72, 4.43)
O (-0.85, -3.34, 1.25)
O (2.61, -1.33, 4.45)
O (3.44, -3.92, -3.06)
O (-3.79, -3.60, -1.46)
O (-7.55, 3.41, 0.53)
O (-2.51, -1.30, 5.55)
O (-2.13, -4.26, -2.71)
N (-3.06, -3.51, -2.46)
N (3.05, 4.01, 2.73)
N (-7.09, 2.59, 1.29)
N (-0.97, -1.23, -0.98)
N (3.57, 2.26, -6.71)
N (3.33, -2.77, -2.72)
C (4.46, 2.71, 5.95)
C (3.62, -0.50, 4.19)
C (-0.22, 2.35, 0.85)
C (2.21, 4.14, 5.08)
C (-5.77, 0.55, 1.54)
C (-1.42, 0.26, 0.83)
C (-4.24, -0.36, -4.12)
C (-3.90, -0.67, -5.39)
C (-4.67, -1.44, 4.56)
C (-6.95, -0.51, -0.71)
C (5.20, -2.63, 0.51)
C (-3.04, -2.77, -4.72)
C (-5.23, -0.60, 0.98)
C (-7.29, 0.81, -0.39)
C (4.37, 3.04, 4.59)
C (-0.47, -4.27, 0.18)
C (3.22, 3.73, 4.17)
C (-0.63, -0.01, -0.30)
C (-2.56, -0.42, 4.56)
C (3.90, -0.86, -1.24)
C (3.92, 3.36, -2.41)
C (-3.42, -2.49, -3.43)
C (5.10, -1.32, 0.85)
C (0.32, 0.83, -0.89)
C (5.65, 4.71, -3.16)
C (-4.04, -1.32, -3.06)
C (0.46, 0.49, -6.72)
C (2.88, -0.21, -6.13)
C (-3.78, -2.10, 5.61)
C (0.50, 2.04, -0.32)
C (4.68, -3.14, -0.68)
C (-2.07, -3.65, 1.69)
C (4.36, 5.55, -2.80)
C (2.30, 3.82, 6.38)
C (-6.70, 1.22, 0.80)
C (1.88, 0.29, 2.95)
C (-5.87, -1.12, -0.15)
C (4.04, -2.23, -1.55)
C (3.27, 1.21, -6.41)
C (3.44, 3.16, 6.81)
C (4.40, -0.42, -0.03)
C (-3.28, -1.85, -5.72)
C (-1.17, 1.56, 1.39)
C (1.36, -0.70, 3.99)
C (1.41, -0.32, -5.77)
C (-1.37, -5.47, 0.49)
H (-4.36, -0.98, 1.43)
H (4.42, 0.63, 0.31)
H (1.39, 1.26, 2.87)
H (-4.40, -1.12, -2.09)
H (-1.78, -5.91, -0.38)
H (-1.54, 1.77, 2.38)
H (-5.41, 0.97, 2.47)
H (1.16, -1.37, -5.84)
H (0.63, 1.56, -6.67)
H (3.30, -0.20, -1.88)
H (-2.37, -3.54, -4.96)
H (-5.06, -2.19, 3.78)
H (1.29, 0.04, -4.69)
H (-2.97, -2.16, -6.73)
H (-0.76, -3.87, -0.78)
H (0.84, -0.17, 4.80)
H (-4.11, 0.16, -6.05)
H (-0.74, -6.10, 1.18)
H (5.16, 2.74, 3.87)
H (1.51, 4.13, 7.01)
H (-5.55, -2.08, -0.57)
H (3.63, 2.72, 7.76)
H (-4.23, -2.07, 6.61)
H (3.15, -0.80, -7.03)
H (-5.48, -0.91, 5.00)
H (-7.99, 1.38, -0.98)
H (5.23, 2.04, 6.31)
H (6.05, 4.81, -4.20)
H (1.31, 2.76, -0.66)
H (-2.03, -0.46, 1.32)
H (-4.58, 0.62, -3.87)
H (5.52, -0.93, 1.76)
H (1.94, -0.23, 1.96)
H (0.83, 0.53, -1.82)
H (0.75, -1.48, 3.56)
H (3.40, -0.55, -5.27)
H (6.40, 4.95, -2.46)
H (-7.37, -0.94, -1.61)
H (-0.60, 0.22, -6.47)
H (0.59, -4.30, 0.25)
H (1.35, 4.62, 4.74)
H (3.91, 6.00, -3.66)
H (-3.45, -3.13, 5.31)
H (4.55, 6.23, -2.02)
H (0.06, 3.29, 1.32)
H (4.75, -4.19, -0.96)
H (0.64, 0.11, -7.75)
H (5.70, -3.39, 1.14)


Record 4
The following is a quantum chemistry calculation of the molecule C25H30N4O3, from OMol25.

Calculated values
ΔE to the lowest compared entry with this formula, charge and spin ... 144.92 kJ/mol
SMILES string ... Cc1cccc2cc(CN(CCN3CCOCC3)C(=O)NCc3ccccc3)c(=O)[nH]c12
E_HOMO ... -8.25 eV
Calculated total energy ... -38516.58981 eV
Kohn-Sham gap ... 0.3109 Ha

Atoms and positions in Å:
O (1.78, 0.25, 1.00)
O (-1.39, 1.65, -0.18)
O (-3.01, -2.31, 1.04)
N (-2.14, -1.47, -0.87)
N (0.65, -1.65, -0.36)
N (0.64, 1.84, -1.10)
N (-3.39, -0.12, 0.54)
C (3.43, 1.11, -4.08)
C (-2.17, -0.51, -1.95)
C (-2.40, 1.71, 2.95)
C (-1.39, 1.99, 3.85)
C (-0.01, 0.09, -3.08)
C (-2.85, -1.35, 0.30)
C (-3.99, 0.11, 1.85)
C (-1.43, -0.28, 4.61)
C (2.08, -1.57, -0.59)
C (-1.49, -2.73, -1.11)
C (-0.60, 1.27, -1.04)
C (1.25, 0.74, -3.12)
C (-0.89, 0.28, -2.07)
C (3.76, 1.94, -3.00)
C (-2.94, 0.43, 2.88)
C (0.40, -1.77, 1.06)
C (0.05, -2.67, -1.20)
C (0.74, -0.42, 1.70)
C (-2.44, -0.57, 3.71)
C (1.59, 1.60, -2.05)
C (2.86, 2.19, -1.98)
C (2.19, 0.52, -4.14)
C (3.22, 3.06, -0.82)
C (-0.90, 1.00, 4.68)
C (2.72, -0.66, 0.47)
H (0.44, -3.67, -0.98)
H (1.03, -0.56, 2.75)
H (-0.11, 0.26, 1.66)
H (2.56, -2.57, -0.54)
H (3.15, -1.26, 1.28)
H (-2.34, -1.05, -2.89)
H (4.74, 2.38, -2.96)
H (-2.83, 0.67, 0.22)
H (1.93, -0.13, -4.96)
H (3.52, -0.06, 0.03)
H (-1.78, -3.38, -0.29)
H (0.88, 2.43, -0.32)
H (-1.86, -3.18, -2.05)
H (4.15, 0.94, -4.86)
H (-0.65, -2.00, 1.25)
H (-0.11, 1.22, 5.39)
H (-1.05, -1.06, 5.25)
H (2.24, -1.17, -1.59)
H (-2.84, -1.57, 3.64)
H (-0.98, 2.99, 3.90)
H (-3.02, 0.17, -1.79)
H (-0.25, -0.61, -3.88)
H (1.01, -2.58, 1.51)
H (2.61, 3.97, -0.81)
H (-4.53, -0.80, 2.12)
H (4.26, 3.36, -0.88)
H (-4.70, 0.94, 1.74)
H (0.35, -2.42, -2.23)
H (-2.77, 2.48, 2.29)
H (3.06, 2.53, 0.12)


Record 5
The following is a quantum chemistry calculation of a structure of composition C62H51CaClGeN4O2S3Se, from OMol25.

Calculated values
ΔE to the lowest compared entry with this formula, charge and spin ... 409.69 kJ/mol
Net charge ... -2
E_HOMO (spin up / spin down) ... -1.11 / -0.56 eV
Calculated total energy ... -260505.78912 eV
Kohn-Sham gap (spin up / spin down) ... 0.1755 / 0.1553 Ha

Atoms and positions in Å:
Se (-0.74, 1.97, -1.86)
Ge (-1.40, -2.82, -1.14)
Ca (-0.44, 0.15, 0.52)
Cl (-1.04, 0.88, 3.11)
S (3.09, -1.53, 0.54)
S (-3.76, 0.97, -0.33)
S (2.53, 1.81, 0.23)
O (4.13, -0.92, 1.44)
O (2.25, 2.78, -0.84)
N (-3.63, 2.37, 1.98)
N (-5.12, 3.11, 0.55)
N (-1.65, 3.22, -2.77)
N (-0.96, 2.74, -0.25)
C (-0.51, -5.65, -0.68)
C (-2.62, 6.00, 0.18)
C (7.13, 1.66, 0.41)
C (-4.14, 2.16, 0.76)
C (4.45, 1.05, -5.65)
C (-0.60, -7.04, -0.65)
C (6.42, 2.57, 1.22)
C (2.03, 2.46, 4.18)
C (-1.78, -7.67, -1.00)
C (4.34, 1.76, 0.35)
C (4.71, -5.70, -0.34)
C (1.16, 4.37, 3.02)
C (2.85, -4.16, -0.17)
C (-3.93, -2.66, 0.31)
C (5.27, 1.72, -4.72)
C (2.41, 1.89, 2.98)
C (3.42, -0.18, -3.84)
C (3.34, -5.44, -0.39)
C (8.54, 1.57, 0.44)
C (-4.21, -2.11, -2.00)
C (0.90, 4.25, 5.53)
C (-0.48, -3.61, -3.87)
C (1.39, 3.69, 4.21)
C (5.06, 2.60, 1.21)
C (-0.17, -3.41, -5.21)
C (5.59, -4.65, -0.08)
C (8.48, -0.23, -1.15)
C (3.75, -3.14, 0.10)
C (-1.61, 3.89, -0.47)
C (-2.88, -6.90, -1.38)
C (-5.02, 4.19, 1.53)
C (5.22, -7.11, -0.51)
C (1.55, 3.82, 1.80)
C (-5.58, -1.97, -1.80)
C (3.26, -0.85, -1.14)
C (-2.72, 5.32, -2.16)
C (-2.78, -5.51, -1.41)
C (2.43, -1.08, -3.38)
C (2.35, -1.41, -2.07)
C (4.19, 0.10, -1.51)
C (0.02, -2.17, -0.05)
C (-1.24, -1.34, -3.72)
C (-2.00, 4.14, -1.86)
C (2.17, 2.59, 1.80)
C (-1.92, 4.84, 0.52)
C (4.98, 0.88, -0.51)
C (-1.03, -2.58, -3.10)
C (-6.13, -2.19, -0.55)
C (4.29, 0.44, -2.90)
C (-0.40, -2.18, -5.82)
C (-3.02, 6.23, -1.15)
C (-1.59, -4.85, -1.06)
C (9.20, 0.65, -0.32)
C (3.53, 0.14, -5.21)
C (5.18, 1.43, -3.38)
C (-4.16, 3.55, 2.63)
C (-5.30, -2.53, 0.52)
C (6.40, 0.80, -0.46)
C (5.11, -3.37, 0.14)
C (-0.94, -1.15, -5.07)
C (7.12, -0.16, -1.22)
C (-3.36, -2.46, -0.95)
H (-3.81, -7.39, -1.66)
H (-3.56, 7.14, -1.39)
H (1.64, 4.09, 6.31)
H (6.56, -0.84, -1.85)
H (9.00, -0.98, -1.74)
H (-1.86, -8.75, -0.97)
H (6.98, 3.24, 1.87)
H (1.37, 4.33, 0.86)
H (-6.01, 4.48, 1.89)
H (-1.65, -0.52, -3.15)
H (-6.22, -1.68, -2.63)
H (0.27, -4.23, -5.79)
H (5.14, -7.67, 0.43)
H (4.53, 3.30, 1.85)
H (2.65, -6.26, -0.60)
H (-3.29, -2.92, 1.15)
H (-1.60, 4.66, 1.54)
H (-3.79, -1.94, -2.99)
H (-3.00, 5.52, -3.18)
H (-0.29, -4.57, -3.41)
H (1.72, -1.50, -4.09)
H (4.54, 1.27, -6.71)
H (0.42, -5.15, -0.40)
H (-4.53, 5.07, 1.10)
H (5.78, -2.55, 0.38)
H (0.65, 5.32, 3.03)
H (4.64, -7.65, -1.26)
H (9.09, 2.24, 1.09)
H (-5.72, -2.69, 1.50)
H (0.26, -7.63, -0.34)
H (6.27, -7.12, -0.81)
H (-7.20, -2.09, -0.40)
H (2.21, 1.92, 5.10)
H (1.78, -3.93, -0.17)
H (10.28, 0.59, -0.29)
H (-4.77, 3.27, 3.50)
H (6.65, -4.84, -0.05)
H (5.98, 2.47, -5.06)
H (5.80, 1.98, -2.68)
H (-1.13, -0.18, -5.53)
H (-0.17, -2.04, -6.87)
H (2.90, 0.92, 2.94)
H (1.59, -2.11, -1.70)
H (-2.85, 6.73, 0.94)
H (-5.33, 3.32, -0.41)
H (0.70, 5.32, 5.46)
H (2.86, -0.35, -5.91)
H (-3.65, -4.93, -1.70)
H (-0.02, 3.75, 5.83)
H (-3.36, 4.20, 2.97)
H (-2.83, 1.87, 2.33)


The F_max results, record by record, are as follows: 0.070 0.011 0.075 0.016 0.020 hartree/bohr.